1.
Below is the molecule C4H6O2, with properties calculated with ωB97M-V/def2-TZVPD.

Structure (XYZ):
```
12
Properties=species:S:1:pos:R:3:nbo_charge:R:1
O 0.99 -0.58 -0.94 -0.589
C 1.28 0.32 0.00 -0.090
C 0.26 0.40 1.02 0.051
C -0.82 -0.43 0.62 -0.589
C -0.68 -0.39 -1.07 0.475
O -1.01 0.64 -1.64 -0.666
H 2.33 0.57 0.18 0.237
H 0.74 1.34 -0.28 0.290
H 0.26 1.18 1.78 0.226
H -0.50 -1.47 0.74 0.279
H -1.81 -0.23 1.03 0.238
H -0.96 -1.39 -1.44 0.137
```

HOMO energy (alpha / beta): -8.97 / -8.97 eV
Energy above the lowest of the compared OMol25 structures with the same formula, charge and spin: 97.8 kcal/mol
E_tot: -8336.218 eV

---

2.
Below is the molecule C5H11N, with properties calculated with ωB97M-V/def2-TZVPD.

Structure (XYZ):
```
17
Properties=species:S:1:pos:R:3:nbo_charge:R:1
C 1.56 -0.71 1.02 -0.597
C 0.26 -0.57 0.23 -0.049
C 0.49 -0.92 -1.24 -0.622
N -0.25 0.79 0.48 -0.417
C -0.98 1.56 -0.51 -0.254
C -1.67 0.98 0.66 -0.248
H 2.27 0.05 0.70 0.209
H 1.38 -0.58 2.10 0.215
H 2.01 -1.69 0.85 0.200
H -0.47 -1.29 0.62 0.176
H 1.35 -0.38 -1.64 0.208
H -0.38 -0.70 -1.87 0.205
H 0.68 -1.99 -1.32 0.215
H -1.22 1.12 -1.47 0.186
H -0.75 2.62 -0.57 0.199
H -1.96 1.60 1.50 0.195
H -2.32 0.13 0.48 0.181
```

HOMO energy: -8.90 eV
SMILES: CC(C)N1CC1
Energy above the lowest of the compared OMol25 structures with the same formula, charge and spin: 31.9 kcal/mol
E_tot: -6852.143 eV

---

3.
Below is a cluster of 10 separate species, C39H49ClN2O30S3 in total, with properties calculated with ωB97M-V/def2-TZVPD.

Structure (XYZ):
```
124
Properties=species:S:1:pos:R:3:lowdin_charge:R:1
O 1.07 4.73 -1.01 -0.359
S 1.16 3.38 -0.55 0.349
O 2.43 2.74 -0.67 -0.326
Cl 0.70 3.46 1.46 0.360
C -0.14 2.44 -1.32 -0.259
C 0.35 1.15 -2.00 -0.202
C -0.88 0.31 -2.28 -0.189
C -0.61 -1.18 -2.57 -0.136
C 0.56 -1.79 -1.87 -0.151
C 1.53 -2.47 -2.58 -0.419
S 1.50 -2.66 -4.36 0.876
C 2.64 -3.09 -1.93 -0.376
O 3.56 -3.78 -2.63 -0.002
C 2.75 -3.01 -0.57 -0.465
S 4.09 -3.84 0.26 0.818
C 1.79 -2.29 0.21 -0.253
N 1.99 -2.22 1.55 0.113
C 1.07 -1.54 2.17 -0.103
C -0.05 -0.97 1.55 -0.082
N -0.26 -1.03 0.26 0.181
C 0.70 -1.69 -0.45 -0.158
H -0.72 3.07 -1.99 0.117
H -0.82 2.14 -0.52 0.081
H 1.06 0.70 -1.31 0.096
H 0.86 1.46 -2.91 0.121
H -1.59 0.41 -1.47 0.063
H -1.37 0.72 -3.16 0.114
H -0.57 -1.30 -3.64 0.054
H -1.50 -1.73 -2.23 0.132
H 0.70 -3.72 -4.54 -0.096
H 3.55 -3.49 -3.55 0.052
H 5.19 -3.14 -0.06 -0.124
H 1.17 -1.42 3.24 0.112
H -0.77 -0.44 2.15 0.097
C -3.54 1.33 3.05 -0.101
C -4.78 1.72 2.28 -0.092
O -4.42 1.38 0.93 0.065
C -3.45 0.43 0.98 -0.567
O -3.06 -0.18 0.04 0.130
O -3.00 0.28 2.24 0.043
H -3.76 0.98 4.05 0.095
H -2.81 2.14 3.11 0.132
H -5.65 1.13 2.56 0.115
H -5.02 2.77 2.36 0.134
C -7.11 -2.68 -0.52 -0.115
C -6.99 -1.30 -1.13 -0.113
O -7.39 -0.45 -0.05 0.060
C -7.18 -1.12 1.11 -0.568
O -7.24 -0.63 2.19 0.160
O -6.88 -2.42 0.87 0.068
H -6.38 -3.38 -0.90 0.134
H -8.11 -3.10 -0.63 0.132
H -5.96 -1.05 -1.40 0.131
H -7.64 -1.15 -1.99 0.130
C 3.23 7.27 -2.16 -0.108
C 3.74 5.89 -2.50 -0.114
O 5.15 6.12 -2.68 0.064
C 5.48 7.23 -1.98 -0.575
O 6.59 7.59 -1.78 0.154
O 4.37 7.87 -1.53 0.061
H 2.38 7.25 -1.48 0.127
H 2.97 7.85 -3.05 0.106
H 3.59 5.18 -1.69 0.109
H 3.30 5.49 -3.41 0.137
C 0.38 -5.23 1.16 -0.111
C 0.72 -6.24 2.22 -0.108
O -0.53 -6.39 2.92 0.068
C -1.52 -6.04 2.06 -0.569
O -2.68 -6.21 2.27 0.157
O -1.02 -5.47 0.94 0.064
H 0.95 -5.37 0.24 0.129
H 0.52 -4.21 1.51 0.106
H 1.01 -7.20 1.80 0.112
H 1.50 -5.89 2.89 0.139
C -3.34 -2.87 6.84 -0.099
C -2.17 -2.02 6.41 -0.103
O -2.79 -1.06 5.54 0.056
C -4.09 -0.97 5.90 -0.562
O -4.84 -0.14 5.48 0.150
O -4.43 -1.94 6.77 0.073
H -3.23 -3.26 7.85 0.134
H -3.54 -3.70 6.16 0.136
H -1.69 -1.50 7.24 0.107
H -1.41 -2.59 5.87 0.137
C 1.20 -0.23 -8.57 -0.115
C -0.09 0.50 -8.83 -0.116
O -0.75 0.43 -7.56 0.066
C 0.19 0.25 -6.61 -0.565
O -0.01 0.32 -5.44 0.150
O 1.40 -0.01 -7.17 0.055
H 2.04 0.15 -9.14 0.133
H 1.12 -1.31 -8.74 0.133
H 0.07 1.55 -9.08 0.134
H -0.69 0.04 -9.61 0.132
C 1.36 11.54 -5.41 -0.116
C 2.72 11.34 -4.77 -0.112
O 2.73 9.94 -4.50 0.049
C 1.85 9.34 -5.34 -0.571
O 1.74 8.16 -5.47 0.165
O 1.11 10.26 -6.00 0.063
H 1.35 12.32 -6.16 0.132
H 0.58 11.74 -4.67 0.133
H 3.54 11.57 -5.46 0.134
H 2.86 11.91 -3.86 0.134
C 4.75 -8.42 -0.67 -0.111
C 3.41 -7.76 -0.90 -0.116
O 2.76 -7.92 0.36 0.031
C 3.73 -8.07 1.31 -0.568
O 3.53 -8.05 2.48 0.169
O 4.94 -8.24 0.74 0.065
H 5.55 -7.96 -1.23 0.134
H 4.73 -9.49 -0.88 0.132
H 3.49 -6.69 -1.12 0.109
H 2.83 -8.24 -1.69 0.133
C 0.00 1.41 9.05 -0.113
C 1.40 1.24 9.61 -0.115
O 1.46 -0.17 9.84 0.068
C 0.57 -0.77 9.02 -0.569
O 0.50 -1.94 8.84 0.168
O -0.23 0.15 8.42 0.041
H -0.07 2.22 8.32 0.133
H -0.75 1.56 9.82 0.134
H 2.17 1.52 8.90 0.134
H 1.55 1.79 10.54 0.133
```

HOMO energy: -8.58 eV
SMILES: O=S(=O)(Cl)CCCCc1c(S)c(O)c(S)c2nccnc12.O=C1OCCO1.O=C1OCCO1.O=C1OCCO1.O=C1OCCO1.O=C1OCCO1.O=C1OCCO1.O=C1OCCO1.O=C1OCCO1.O=C1OCCO1
E_tot: -150671.631 eV

---

4.
Below is a structure of composition C40H50CuN3O3P2, with properties calculated with ωB97M-V/def2-TZVPD.

Structure (XYZ):
```
99
Properties=species:S:1:pos:R:3:lowdin_spin:R:1
Cu 10.90 12.58 12.38 0.648
O 8.06 10.31 17.53 0.000
C 7.09 10.16 16.72 0.000
C 5.94 9.43 17.19 0.000
C 4.90 9.19 16.34 0.000
C 4.88 9.64 15.04 0.000
C 5.96 10.44 14.62 0.000
C 7.07 10.70 15.40 0.000
C 8.22 11.63 15.18 0.001
O 9.04 11.94 16.13 0.000
N 8.44 12.02 13.93 0.001
N 9.47 12.89 13.83 0.009
C 9.35 14.07 14.51 -0.003
C 10.15 15.21 14.32 0.000
C 10.16 16.14 15.49 -0.001
C 10.92 17.30 15.41 0.000
C 11.70 17.57 14.27 0.000
C 11.70 16.74 13.17 0.004
C 11.01 15.51 13.20 0.006
O 11.14 14.64 12.26 0.079
H 8.67 11.23 16.94 0.000
H 5.96 9.06 18.20 0.000
H 4.10 8.54 16.70 0.000
H 4.12 9.35 14.33 0.000
H 5.95 10.87 13.62 0.000
H 8.56 14.13 15.24 0.001
H 9.65 15.88 16.40 0.000
H 10.89 18.05 16.27 0.000
H 12.25 18.49 14.23 0.000
H 12.32 17.00 12.33 0.000
C 15.32 10.51 12.80 0.003
C 14.42 11.60 12.25 0.006
C 15.23 12.89 11.93 0.001
P 12.95 12.03 13.33 0.042
C 13.52 12.76 14.87 0.012
C 13.96 14.23 14.73 0.001
C 12.44 12.57 15.99 0.000
C 12.45 10.36 13.83 0.005
C 13.06 9.63 14.83 0.001
C 12.60 8.37 15.13 0.004
C 13.25 7.59 16.22 0.001
C 11.57 7.82 14.39 0.000
C 10.93 8.54 13.41 0.005
C 11.41 9.79 13.03 0.004
N 11.02 10.52 11.97 0.087
C 10.63 9.96 10.79 0.008
C 10.76 8.62 10.39 0.002
C 10.70 8.28 9.04 0.000
C 10.56 9.22 8.01 -0.001
C 10.65 8.79 6.58 0.000
C 10.30 10.55 8.39 0.001
C 10.23 10.90 9.73 0.001
P 10.04 12.64 10.12 0.045
C 8.35 13.24 9.63 0.007
C 7.49 13.01 10.91 0.001
C 7.68 12.47 8.44 0.003
C 11.11 13.49 8.87 0.009
C 12.60 13.09 9.09 0.000
C 11.09 15.02 8.89 0.001
H 16.28 10.58 12.26 0.001
H 14.86 9.50 12.60 0.000
H 15.55 10.66 13.88 0.000
H 13.94 11.32 11.30 0.000
H 16.04 12.97 12.65 0.000
H 14.63 13.82 12.08 0.001
H 15.61 12.85 10.85 0.000
H 14.39 12.23 15.14 0.002
H 13.11 14.89 14.84 0.000
H 14.40 14.47 13.74 0.000
H 14.68 14.46 15.58 0.000
H 11.45 12.94 15.69 0.000
H 12.79 13.12 16.87 0.000
H 12.42 11.51 16.28 0.000
H 13.83 10.13 15.45 0.000
H 13.36 6.50 15.93 0.000
H 12.66 7.55 17.16 0.000
H 14.26 8.01 16.49 0.000
H 11.24 6.80 14.49 0.000
H 10.08 8.12 12.89 0.000
H 10.99 7.84 11.12 0.000
H 10.89 7.24 8.78 0.000
H 11.17 7.84 6.55 0.000
H 11.26 9.50 5.93 0.000
H 9.64 8.75 6.05 0.000
H 10.21 11.28 7.62 0.000
H 8.31 14.32 9.42 0.000
H 7.37 11.95 11.13 0.000
H 6.47 13.39 10.72 0.000
H 7.83 13.58 11.76 0.000
H 7.89 11.39 8.48 0.000
H 8.00 12.86 7.44 0.000
H 6.58 12.53 8.51 0.001
H 10.79 13.21 7.86 0.002
H 13.20 13.25 8.14 0.000
H 12.72 12.01 9.38 0.000
H 13.00 13.77 9.91 0.000
H 11.11 15.37 9.92 0.001
H 10.29 15.49 8.33 0.000
H 12.03 15.34 8.39 0.000
```

HOMO energy (alpha / beta): -4.19 / -4.17 eV
<S²>: 0.755
Multiplicity: 2
Charge: -1
E_tot: -116122.383 eV

---

5.
Below is a cluster of 2 separate species, C56H63N4O2 in total, with properties calculated with ωB97M-V/def2-TZVPD.

Structure (XYZ):
```
125
Properties=species:S:1:pos:R:3:lowdin_charge:R:1
C -1.53 -1.52 -2.19 -0.051
C -2.12 -0.12 -2.08 -0.515
C -1.09 0.93 -2.52 -0.036
C -3.27 -0.08 -3.10 -0.064
C -2.61 0.28 -0.66 -0.063
C -3.63 1.23 -0.62 -0.037
C -4.21 1.63 0.57 -0.064
C -3.74 1.12 1.77 -0.048
C -2.65 0.24 1.82 -0.060
C -2.17 -0.27 3.21 -0.500
C -2.20 -1.81 3.30 -0.030
C -3.09 0.22 4.33 -0.086
C -0.80 0.29 3.57 -0.041
C -2.06 -0.15 0.58 -0.048
N -0.89 -1.02 0.57 -0.011
C 0.44 -0.70 0.60 -0.240
C 0.84 0.62 0.74 -0.056
C 2.22 1.05 0.67 -0.208
C 3.13 0.63 1.66 -0.020
C 4.47 0.90 1.57 0.019
C 4.94 1.58 0.43 -0.161
N 6.27 1.32 0.01 -0.321
O 6.70 1.85 -1.03 0.051
O 6.95 0.51 0.70 0.038
C 4.05 2.13 -0.52 0.010
C 2.70 1.89 -0.38 -0.027
N 1.15 -1.90 0.46 0.123
C 2.58 -2.20 0.52 -0.083
C 3.24 -2.49 1.75 -0.104
C 2.64 -2.76 3.16 -0.517
C 3.05 -4.17 3.62 -0.037
C 1.13 -2.69 3.22 -0.045
C 3.21 -1.76 4.19 -0.044
C 4.64 -2.63 1.75 -0.047
C 5.38 -2.53 0.59 -0.043
C 4.72 -2.41 -0.62 -0.016
C 3.33 -2.28 -0.70 -0.055
C 2.72 -2.23 -2.14 -0.507
C 3.79 -2.37 -3.23 -0.075
C 2.05 -0.87 -2.33 -0.036
C 1.77 -3.39 -2.41 -0.030
C 0.16 -2.91 0.40 -0.251
C 0.35 -4.35 0.28 -0.160
C 1.56 -5.06 0.49 -0.041
C 1.58 -6.44 0.31 -0.065
C 0.45 -7.11 -0.18 -0.068
C -0.75 -6.42 -0.40 -0.065
C -0.81 -5.06 -0.15 -0.022
N -1.06 -2.40 0.44 0.139
H -2.17 -2.28 -1.73 0.091
H -1.39 -1.79 -3.25 0.098
H -0.53 -1.57 -1.75 0.047
H -1.58 1.90 -2.63 0.089
H -0.30 1.03 -1.76 0.065
H -0.63 0.65 -3.47 0.094
H -3.62 0.93 -3.29 0.071
H -2.94 -0.49 -4.06 0.091
H -4.11 -0.70 -2.75 0.100
H -4.01 1.66 -1.55 0.107
H -5.03 2.34 0.56 0.109
H -4.25 1.43 2.68 0.094
H -1.71 -2.29 2.46 0.051
H -1.71 -2.15 4.22 0.088
H -3.24 -2.16 3.31 0.097
H -3.07 1.32 4.39 0.036
H -4.12 -0.12 4.21 0.101
H -2.73 -0.14 5.30 0.098
H -0.87 1.37 3.76 0.072
H -0.40 -0.20 4.47 0.096
H -0.08 0.17 2.76 0.037
H 0.05 1.36 0.88 0.115
H 2.73 0.08 2.50 0.084
H 5.19 0.55 2.30 0.120
H 4.45 2.70 -1.35 0.120
H 1.96 2.29 -1.08 0.117
H 4.13 -4.29 3.67 0.084
H 2.64 -4.36 4.62 0.094
H 2.65 -4.93 2.94 0.076
H 0.76 -1.74 2.82 0.062
H 0.67 -3.51 2.66 0.087
H 0.79 -2.76 4.26 0.101
H 2.71 -0.79 4.13 0.068
H 3.04 -2.14 5.20 0.093
H 4.28 -1.60 4.06 0.082
H 5.16 -2.84 2.68 0.112
H 6.47 -2.57 0.61 0.120
H 5.32 -2.44 -1.52 0.102
H 4.30 -3.33 -3.14 0.094
H 3.31 -2.33 -4.21 0.094
H 4.53 -1.56 -3.19 0.088
H 1.41 -0.64 -1.48 0.046
H 2.81 -0.08 -2.37 0.091
H 1.44 -0.83 -3.24 0.094
H 0.86 -3.34 -1.82 0.054
H 1.47 -3.40 -3.47 0.098
H 2.28 -4.34 -2.19 0.100
H 2.46 -4.53 0.78 0.098
H 2.50 -6.99 0.55 0.114
H 0.50 -8.18 -0.38 0.105
H -1.64 -6.93 -0.78 0.110
H -1.72 -4.48 -0.28 0.110
C -1.99 4.28 3.79 0.172
C -2.56 3.63 4.95 -0.227
C -3.97 3.51 5.18 -0.012
C -4.46 2.81 6.29 -0.051
C -3.59 2.20 7.20 -0.041
C -2.21 2.39 7.04 -0.047
C -1.71 3.08 5.94 -0.056
C -1.19 5.45 3.93 -0.173
C -1.13 6.46 2.91 0.023
C -0.12 7.42 2.93 -0.033
C 0.83 7.44 3.96 0.001
C 0.63 6.64 5.09 -0.031
C -0.41 5.71 5.11 0.023
H -2.36 3.98 2.78 0.159
H -4.65 4.01 4.48 0.127
H -5.54 2.75 6.46 0.123
H -3.98 1.66 8.07 0.125
H -1.52 2.00 7.80 0.122
H -0.62 3.19 5.83 0.121
H -1.89 6.44 2.13 0.132
H -0.06 8.17 2.13 0.125
H 1.67 8.14 3.94 0.131
H 1.27 6.74 5.97 0.128
H -0.61 5.15 6.02 0.113
```

HOMO energy: -8.80 eV
Charge: +1
E_tot: -69138.262 eV

---

6.
Below is the molecule C6H9N3OSe, with properties calculated with ωB97M-V/def2-TZVPD.

Structure (XYZ):
```
20
Properties=species:S:1:pos:R:3:nbo_charge:R:1
C 1.01 -0.27 -0.05 -0.397
C 0.19 -1.36 0.14 0.263
C 0.33 0.99 0.02 0.567
C -1.64 -0.12 0.12 0.571
C 0.81 -2.74 0.05 -0.639
C 0.70 3.28 0.03 -0.264
N -1.15 -1.34 0.19 -0.527
N -0.97 1.04 0.07 -0.585
N -2.95 -0.02 0.05 -0.773
O 1.13 2.00 -0.18 -0.480
Se 2.89 -0.13 -0.03 0.143
H 1.34 -2.85 0.96 0.222
H 0.17 -3.58 0.01 0.234
H 1.53 -2.64 -0.77 0.212
H 1.48 4.00 0.62 0.181
H -0.28 3.28 0.49 0.208
H 0.71 3.91 -0.86 0.188
H -3.55 -0.80 0.21 0.409
H -3.25 0.89 -0.14 0.398
H 2.99 -1.59 -0.42 0.070
```

HOMO energy: -7.65 eV
SMILES: COc1nc(N)nc(C)c1[SeH]
Energy above the lowest of the compared OMol25 structures with the same formula, charge and spin: 0.0 kcal/mol
E_tot: -78231.236 eV

---

no.,largest force on an atom (eV/Å)
1,0.3
2,0.3
3,1.6
4,5.0
5,3.3
6,4.6